--- 1 ---
This record from OMol25 describes an isolated ion of composition C6H14NO and charge +1. The level of theory is ωB97M-V/def2-TZVPD.

Values from the calculation:
HOMO-LUMO gap (spin up / spin down): 6.1 / 8.8 eV
Highest occupied orbital energy (spin up / spin down): -9.4 / -14.8 eV
Spin multiplicity: 3
Total charge: +1

```
22
Properties=species:S:1:pos:R:3:mulliken_charge:R:1
C -1.560 0.615 0.315 -0.657
C -0.308 0.788 -0.127 0.917
C -2.392 -0.609 0.436 -1.834
C 0.194 2.192 -0.414 -1.080
C 2.202 -0.196 -0.545 -1.535
C 0.761 -0.477 -0.223 0.736
N 0.620 -1.327 1.089 -0.248
O 0.187 -1.385 -1.144 -0.518
H -2.156 1.575 0.567 0.243
H -3.304 -0.359 0.019 0.473
H -2.578 -1.058 1.412 0.407
H -2.078 -1.279 -0.250 0.563
H -0.538 2.849 0.226 0.351
H 0.097 2.450 -1.455 0.290
H 1.242 2.408 -0.011 0.301
H 2.746 -1.193 -0.544 0.416
H 2.402 0.105 -1.638 0.315
H 2.688 0.558 0.180 0.369
H -0.432 -1.332 1.320 0.279
H 1.213 -0.978 1.911 0.404
H 0.967 -2.270 0.862 0.424
H 0.027 -1.077 -1.986 0.383
```

--- 2 ---
This record from OMol25 describes a 2-piece molecular cluster, C6H14NO overall. The level of theory is ωB97M-V/def2-TZVPD.

Values from the calculation:
HOMO-LUMO gap (spin up / spin down): 7.6 / 5.0 eV
Highest occupied orbital energy (spin up / spin down): -11.6 / -12.7 eV
Spin multiplicity: 3
Total charge: +1

```
22
Properties=species:S:1:pos:R:3:mulliken_charge:R:1
C 1.061 0.791 -0.066 1.061
C 1.070 -0.312 -0.930 -0.279
C 1.135 0.818 1.394 -1.270
C 0.794 2.098 -0.760 -1.334
C 2.022 -2.280 0.053 -0.435
C -2.644 -1.095 0.168 -0.867
N -2.431 0.269 -0.446 -0.434
O 1.332 -1.657 -0.778 -0.235
H 0.286 1.359 1.686 0.426
H 1.123 -0.220 1.943 0.355
H 2.063 1.273 1.769 0.379
H -0.334 2.149 -1.051 0.292
H 1.472 2.229 -1.624 0.425
H 0.989 2.925 -0.102 0.418
H 1.753 -3.373 0.161 0.300
H 2.894 -1.913 0.809 0.334
H -3.635 -1.422 0.591 0.262
H -2.411 -1.607 -0.713 0.359
H -1.878 -1.239 0.812 0.312
H -3.013 0.423 -1.297 0.239
H -2.387 0.955 0.306 0.213
H 0.740 -0.172 -1.928 0.481
```

According to the calculations, the structures order from most to least stable as 1, 2.

--- 1 ---
This record from OMol25 describes C6H9N2 as an isolated structure. The level of theory is ωB97M-V/def2-TZVPD.

Values from the calculation:
HOMO-LUMO gap: 9.3 eV
Highest occupied orbital energy: -14.3 eV
Total charge: +1

```
17
Properties=species:S:1:pos:R:3:mulliken_charge:R:1
C 1.366 -1.721 0.155 -0.498
C 0.089 -1.058 -0.070 0.541
C 0.363 -0.500 1.368 0.637
C 0.360 0.917 0.721 -0.810
C -0.080 0.375 -0.644 -0.037
C -1.416 0.834 -1.187 -1.424
N -0.791 -1.123 1.132 -0.355
N 1.514 -1.503 1.444 -0.167
H 2.257 -1.966 -0.380 0.387
H -0.468 1.520 1.065 0.313
H 1.253 1.434 0.556 0.353
H 0.756 0.597 -1.274 0.437
H -2.332 0.713 -0.534 0.293
H -1.573 0.464 -2.155 0.424
H -1.153 1.899 -1.375 0.395
H -1.349 -1.824 1.551 0.247
H 1.875 -1.931 2.287 0.263
```

--- 2 ---
This record from OMol25 describes a 2-piece molecular cluster, C6H9N2 overall. The level of theory is ωB97M-V/def2-TZVPD.

Values from the calculation:
HOMO-LUMO gap (spin up / spin down): 6.3 / 4.5 eV
Highest occupied orbital energy (spin up / spin down): -15.3 / -14.9 eV
Total charge: +1

```
17
Properties=species:S:1:pos:R:3:mulliken_charge:R:1
C 1.785 -0.991 0.567 -0.275
C 2.915 -0.680 0.754 0.464
C -2.537 0.405 0.595 -0.956
C 0.348 -1.128 0.142 -0.106
C -1.741 0.456 -0.625 -0.268
C -0.110 0.266 -0.525 -0.916
N 5.385 1.331 -0.331 -0.008
N 5.374 0.318 0.066 0.043
H -3.522 -0.075 0.547 0.313
H -1.941 -0.223 1.281 0.205
H -2.902 1.280 1.056 0.339
H 0.427 -1.872 -0.637 0.329
H -0.135 -1.353 1.092 0.324
H -1.950 1.262 -1.314 0.392
H -1.899 -0.456 -1.283 0.239
H 0.327 0.429 -1.535 0.409
H 0.176 1.030 0.150 0.471
```

According to the calculations, the structures order from most to least stable as 1, 2.

--- 1 ---
This record from OMol25 describes a 15-piece molecular cluster, C32H90F3O16 overall. The level of theory is ωB97M-V/def2-TZVPD.

Values from the calculation:
HOMO-LUMO gap: 8.2 eV
Highest occupied orbital energy: -6.1 eV
Total charge: -1

```
141
Properties=species:S:1:pos:R:3:mulliken_charge:R:1
C -3.296 -20.217 5.506 0.079
O -2.722 -19.379 6.530 0.723
O -2.430 -20.684 4.665 -1.546
C -4.153 -21.276 6.198 0.798
F -5.228 -21.579 5.437 -0.340
F -3.548 -22.436 6.462 -0.064
F -4.627 -20.828 7.392 -0.174
C -3.010 -18.025 6.345 1.067
C -2.425 -17.222 7.479 -1.030
H -2.690 -17.652 8.447 0.155
H -1.345 -17.129 7.347 -0.133
H -2.869 -16.232 7.592 0.250
H -4.101 -17.864 6.429 -0.472
H -2.722 -17.647 5.359 -0.329
H -4.074 -19.590 4.998 -0.028
C -4.070 -14.642 11.549 -0.937
C -4.373 -13.596 10.472 0.078
O -5.709 -13.134 10.670 -0.498
H -4.869 -15.375 11.616 0.187
H -3.848 -14.169 12.510 0.396
H -3.123 -15.152 11.318 0.272
H -4.279 -14.063 9.500 -0.119
H -3.673 -12.762 10.579 0.382
H -5.679 -12.558 11.439 0.284
C -6.686 -14.654 7.630 -0.210
C -8.022 -13.976 7.568 -0.387
O -8.346 -13.715 6.197 -0.562
H -6.450 -14.908 8.675 -0.045
H -5.792 -14.060 7.413 0.378
H -6.645 -15.604 7.097 -0.088
H -8.033 -13.021 8.102 0.368
H -8.768 -14.636 8.028 0.236
H -9.227 -13.341 6.125 0.284
C -8.226 -22.771 7.276 -1.384
C -7.758 -21.493 7.976 0.981
O -8.905 -20.789 8.521 -0.665
H -7.420 -23.167 6.655 0.212
H -9.051 -22.520 6.606 0.377
H -8.592 -23.517 7.982 0.361
H -7.314 -20.866 7.209 -0.350
H -7.085 -21.762 8.790 0.163
H -9.098 -21.172 9.381 0.319
C -0.896 -19.294 9.716 -0.692
C 0.302 -20.196 9.820 -0.187
O 0.988 -20.145 11.083 -0.613
H -1.694 -19.569 10.410 0.547
H -1.198 -19.267 8.668 0.050
H -0.712 -18.240 9.972 0.302
H 1.058 -20.028 9.058 0.131
H -0.117 -21.192 9.634 0.105
H 0.355 -20.420 11.753 0.332
C -5.784 -18.580 10.169 -0.232
C -7.143 -18.337 10.824 -0.437
O -7.672 -17.095 10.419 -0.549
H -5.885 -18.719 9.094 -0.075
H -5.316 -19.491 10.563 0.321
H -5.157 -17.732 10.439 0.091
H -7.024 -18.371 11.909 0.431
H -7.830 -19.164 10.590 0.115
H -7.776 -17.153 9.458 0.395
C 1.732 -18.012 7.249 -1.597
C 0.758 -18.428 6.155 1.072
O 1.510 -19.193 5.213 -0.703
H 2.245 -17.105 6.933 0.340
H 2.452 -18.826 7.339 0.423
H 1.189 -17.905 8.187 0.274
H 0.227 -17.565 5.742 0.232
H 0.007 -19.142 6.519 -0.289
H 0.998 -19.237 4.401 0.157
C -4.692 -25.824 3.835 -1.333
C -3.957 -25.193 5.008 0.718
O -2.662 -24.793 4.596 -0.568
H -5.579 -26.323 4.240 0.353
H -4.084 -26.615 3.394 0.333
H -4.957 -25.068 3.104 0.294
H -3.866 -25.847 5.893 0.187
H -4.558 -24.353 5.389 -0.297
H -2.240 -24.264 5.291 0.369
C -5.886 -20.950 0.677 -1.492
C -5.089 -20.557 1.894 1.091
O -3.982 -21.439 1.997 -0.616
H -6.893 -20.536 0.733 0.366
H -5.954 -22.041 0.663 0.323
H -5.396 -20.665 -0.255 0.338
H -5.736 -20.675 2.774 -0.155
H -4.706 -19.533 1.834 -0.127
H -3.395 -21.020 2.646 0.296
C -7.201 -18.249 5.741 -0.197
C -8.566 -18.096 6.428 -0.832
O -8.359 -18.114 7.848 -0.453
H -6.396 -18.199 6.480 -0.252
H -6.881 -17.455 5.060 0.240
H -7.095 -19.217 5.249 0.501
H -9.229 -18.888 6.081 0.310
H -8.997 -17.114 6.231 0.360
H -8.450 -19.038 8.148 0.208
C 0.150 -17.537 2.075 -0.971
C -0.779 -18.788 2.086 -0.570
O -1.675 -18.617 3.133 0.650
H -0.376 -16.698 2.545 0.179
H 0.419 -17.178 1.078 0.314
H 1.054 -17.687 2.663 0.327
H -0.079 -19.617 2.226 0.488
H -1.262 -18.832 1.108 0.439
H -1.774 -19.383 3.757 -0.187
C -4.503 -16.076 3.495 -0.270
C -3.961 -15.775 2.092 -0.472
O -3.576 -16.965 1.422 -0.571
H -4.039 -16.976 3.901 -0.234
H -5.563 -16.336 3.441 0.272
H -4.320 -15.239 4.169 0.411
H -3.100 -15.096 2.120 0.171
H -4.731 -15.287 1.495 0.331
H -2.740 -17.269 1.796 0.078
C 0.372 -23.475 7.925 -1.603
C -0.700 -22.555 7.354 1.757
O -0.839 -22.941 5.993 -0.749
H -0.068 -24.478 7.908 0.379
H 0.660 -23.247 8.953 0.356
H 1.277 -23.498 7.320 0.326
H -0.444 -21.492 7.429 -0.408
H -1.625 -22.702 7.927 -0.413
H -1.391 -22.259 5.550 0.179
C -0.677 -12.695 4.647 -1.114
C -1.227 -13.153 5.961 -0.157
O -1.125 -14.560 6.042 -0.353
H -0.802 -11.619 4.514 0.374
H -1.115 -13.234 3.808 0.199
H 0.405 -12.862 4.600 0.287
H -2.278 -12.835 6.058 0.233
H -0.716 -12.624 6.779 0.321
H -1.157 -14.870 6.951 0.189
C -4.023 -23.362 9.897 -0.571
C -4.379 -24.803 9.605 -0.349
O -5.048 -25.434 10.708 -0.588
H -3.242 -23.332 10.658 0.457
H -4.885 -22.796 10.252 0.236
H -3.655 -22.889 8.985 -0.120
H -3.441 -25.351 9.448 0.284
H -4.974 -24.928 8.704 0.251
H -4.399 -25.669 11.375 0.313
```

--- 2 ---
This record from OMol25 describes a 15-piece molecular cluster, C32H90F3O16 overall. The level of theory is ωB97M-V/def2-TZVPD.

Values from the calculation:
HOMO-LUMO gap: 8.4 eV
Highest occupied orbital energy: -6.5 eV
Total charge: -1

```
141
Properties=species:S:1:pos:R:3:mulliken_charge:R:1
C 0.167 -0.023 -0.830 0.096
O -0.649 -1.023 -0.266 0.682
O 0.279 -0.274 -2.233 0.006
C -0.319 1.303 -0.253 0.518
F -0.160 1.391 1.085 -0.129
F 0.361 2.315 -0.795 -0.303
F -1.591 1.588 -0.533 -0.225
C 0.027 -2.146 0.270 0.884
C -1.032 -3.001 0.964 -1.711
H -1.356 -2.348 1.774 0.076
H -1.887 -3.209 0.320 0.147
H -0.588 -3.909 1.370 0.662
H 0.802 -1.891 0.993 0.191
H 0.550 -2.687 -0.518 -0.534
H 1.184 -0.051 -0.440 -0.196
C -2.148 -4.521 -3.377 -1.501
C -1.318 -3.330 -2.874 1.732
O -1.112 -2.359 -3.892 -0.695
H -1.519 -5.110 -4.045 0.344
H -3.048 -4.206 -3.905 0.389
H -2.458 -5.167 -2.556 0.319
H -0.418 -3.608 -2.325 -0.544
H -1.944 -2.904 -2.091 -0.551
H -0.722 -1.635 -3.397 0.133
C -0.394 -0.279 4.259 0.837
C 0.719 -0.541 5.221 -0.114
O 1.232 0.641 5.823 -0.495
H -0.678 -1.138 3.652 -0.876
H -0.142 0.514 3.554 -0.456
H -1.260 0.014 4.852 0.486
H 1.504 -1.007 4.626 0.053
H 0.485 -1.194 6.062 0.392
H 1.905 0.412 6.468 0.256
C 3.084 1.594 1.929 -0.688
C 3.898 1.284 0.676 -0.218
O 4.809 0.282 0.997 -0.556
H 2.408 2.437 1.783 0.027
H 3.805 1.863 2.700 0.654
H 2.510 0.717 2.226 0.005
H 4.396 2.218 0.414 0.385
H 3.231 1.083 -0.162 0.018
H 5.390 0.700 1.638 0.282
C -4.639 0.599 -1.577 -0.831
C -4.069 -0.826 -1.597 0.055
O -3.505 -1.036 -0.356 -0.540
H -5.203 0.677 -2.506 0.417
H -3.898 1.388 -1.447 -0.174
H -5.372 0.609 -0.770 0.322
H -3.286 -0.767 -2.353 0.008
H -4.756 -1.637 -1.834 0.511
H -2.576 -0.807 -0.433 0.056
C -1.276 4.725 -0.010 0.524
C -1.375 6.275 -0.214 -0.739
O -2.499 6.612 -0.932 -0.581
H -0.319 4.437 0.426 0.085
H -1.402 4.180 -0.945 -0.464
H -2.023 4.367 0.699 0.034
H -0.501 6.579 -0.789 0.254
H -1.218 6.876 0.682 0.443
H -2.373 7.535 -1.167 0.323
C -0.615 5.900 -3.826 -0.654
C 0.627 5.217 -3.253 0.321
O 1.376 4.629 -4.282 -0.548
H -1.204 5.148 -4.351 0.054
H -0.377 6.732 -4.490 0.364
H -1.305 6.283 -3.074 0.073
H 0.332 4.456 -2.530 -0.190
H 1.288 5.896 -2.715 0.424
H 1.516 3.717 -4.018 0.351
C 4.330 -4.109 2.736 -1.488
C 3.817 -2.978 1.866 1.117
O 4.902 -2.528 1.086 -0.589
H 3.652 -4.276 3.573 0.360
H 5.247 -3.859 3.269 0.371
H 4.505 -5.002 2.135 0.314
H 3.310 -2.193 2.426 -0.171
H 3.049 -3.417 1.229 -0.231
H 4.818 -1.580 0.955 0.432
C -3.950 2.008 1.951 -0.645
C -3.646 2.994 3.102 0.178
O -4.537 2.724 4.197 -0.549
H -4.002 0.994 2.346 0.389
H -3.222 2.036 1.140 -0.199
H -4.935 2.139 1.503 0.378
H -3.803 3.989 2.685 0.389
H -2.610 3.008 3.440 -0.268
H -4.724 3.583 4.583 0.327
C 0.734 -5.814 -0.919 -0.086
C 0.378 -7.297 -1.193 -0.724
O -0.283 -7.336 -2.433 -0.490
H 1.309 -5.294 -1.686 0.152
H 1.507 -5.703 -0.159 0.381
H -0.158 -5.232 -0.689 -0.212
H -0.265 -7.681 -0.402 0.323
H 1.298 -7.882 -1.219 0.340
H 0.395 -7.232 -3.105 0.301
C 3.439 2.281 -5.259 -1.673
C 2.699 1.244 -4.496 0.402
O 1.678 1.887 -3.791 -0.286
H 3.812 3.135 -4.693 0.318
H 2.947 2.786 -6.090 0.346
H 4.381 1.880 -5.633 0.413
H 3.338 0.664 -3.829 -0.060
H 2.256 0.479 -5.133 0.342
H 1.113 1.215 -3.403 -0.114
C -2.178 -4.691 4.291 -1.225
C -1.289 -3.566 4.863 0.326
O -0.743 -3.925 6.120 -0.570
H -2.581 -4.382 3.327 0.264
H -3.043 -4.909 4.917 0.434
H -1.628 -5.632 4.266 0.314
H -1.931 -2.688 4.934 0.167
H -0.492 -3.314 4.165 0.044
H -1.431 -4.032 6.781 0.312
C 4.083 -3.521 -2.135 -1.415
C 3.263 -2.219 -1.987 0.972
O 2.196 -2.205 -2.902 -0.575
H 4.928 -3.553 -1.447 0.360
H 4.426 -3.674 -3.158 0.415
H 3.489 -4.414 -1.942 0.143
H 3.868 -1.324 -2.136 0.236
H 2.872 -2.118 -0.974 -0.417
H 1.595 -1.519 -2.600 0.020
C -3.045 2.777 -4.396 -1.309
C -1.611 2.350 -3.886 0.901
O -1.516 0.935 -4.130 -0.605
H -3.182 3.858 -4.420 0.344
H -3.760 2.259 -3.756 0.176
H -3.132 2.392 -5.412 0.315
H -1.566 2.629 -2.834 -0.381
H -0.856 2.907 -4.442 0.352
H -0.898 0.530 -3.517 -0.105
C 0.544 3.493 3.716 0.205
C -0.303 3.653 4.933 -0.531
O 0.572 3.315 5.999 -0.665
H 1.416 4.148 3.727 0.446
H -0.031 3.677 2.809 -0.100
H 0.962 2.488 3.660 -0.362
H -1.193 3.028 5.004 0.173
H -0.646 4.686 4.983 0.472
H 0.712 2.365 5.985 0.397
```

According to the calculations, the structures order from most to least stable as 1, 2.